Entry 1:
Below is an isolated ion of composition C5H10N and charge +1 at a distorted geometry, with properties calculated with ωB97M-V/def2-TZVPD.

The LUMO energy (spin up / spin down) comes out at -6.3 / -6.4 eV. Its charge is +1. The calculation puts the total energy at -250.8147 Eh. The HOMO-LUMO gap (spin up / spin down) is 0.276 / 0.293 Ha. The energy above the lowest of the compared OMol25 structures with the same formula, charge and spin comes out at 500.5 kJ/mol. The max |F| is 2.996 eV/Å. The calculation puts the HOMO energy (spin up / spin down) at -13.85 / -14.38 eV.

```
16
Properties=species:S:1:pos:R:3:lowdin_charge:R:1
N -0.546 0.355 0.597 -0.18
C -1.874 0.338 1.121 0.28
C 1.148 0.140 -1.290 0.01
C -0.462 -1.726 -0.665 0.00
C 0.167 1.370 1.310 -0.03
C 0.073 -0.337 -0.426 -0.18
H 1.140 1.241 -1.584 0.14
H -1.827 0.489 2.260 0.08
H 0.050 2.170 0.627 0.10
H 1.248 1.166 1.426 0.13
H 2.125 0.009 -0.868 0.11
H -0.161 -2.199 -1.663 0.12
H 1.196 -0.524 -2.163 0.11
H -0.366 -2.618 -0.020 0.12
H -0.385 1.691 2.149 0.08
H -1.526 -1.565 -0.810 0.10
```


Entry 2:
Below is an isolated ion of composition C4H11N3 and charge +1 at a distorted geometry, with properties calculated with ωB97M-V/def2-TZVPD.

The LUMO energy (spin up / spin down) comes out at -3.7 / -6.1 eV. As for the expectation value of S²: 0.755. Its charge is +1. The calculation puts the total energy at -322.9745 Eh. The HOMO-LUMO gap (spin up / spin down) is 0.336 / 0.250 Ha. The energy above the lowest of the compared OMol25 structures with the same formula, charge and spin comes out at 80.0 kJ/mol. As for the multiplicity: 2. The max |F| is 1.850 eV/Å. The calculation puts the HOMO energy (spin up / spin down) at -12.88 / -12.90 eV.

```
18
Properties=species:S:1:pos:R:3:lowdin_charge:R:1
N -0.178 -0.096 -2.735 0.00
N 0.509 -0.530 2.858 0.18
N 1.223 -0.561 0.079 0.21
C 0.106 0.051 0.521 -0.22
C -0.278 -0.176 1.858 -0.05
C -0.974 0.454 -0.439 -0.13
C -0.542 0.991 -1.797 -0.25
H 1.346 -1.015 -0.807 0.12
H 0.502 -0.737 -2.361 0.03
H -1.334 -0.281 1.985 0.15
H 0.133 0.267 -3.616 0.08
H 1.495 -0.664 2.680 0.12
H -1.600 -0.430 -0.625 0.15
H -1.639 1.194 0.007 0.13
H 0.248 -1.276 3.493 0.14
H 0.270 1.721 -1.769 0.12
H -1.422 1.429 -2.263 0.12
H 2.029 -0.300 0.586 0.12
```


Entry 3:
Below is one molecule with the formula C4H10Si at a distorted geometry, with properties calculated with ωB97M-V/def2-TZVPD.

The LUMO energy comes out at 1.0 eV. The calculation puts the total energy at -447.8143 Eh. The HOMO-LUMO gap is 0.403 Ha. The structure (SMILES) is C[SiH2]C1CC1. The energy above the lowest of the compared OMol25 structures with the same formula, charge and spin comes out at 53.3 kJ/mol. The max |F| is 3.650 eV/Å. The calculation puts the HOMO energy at -9.93 eV.

```
15
Properties=species:S:1:pos:R:3:lowdin_charge:R:1
Si -0.544 0.549 0.870 0.69
C -1.798 -0.831 1.437 -0.26
C 1.068 0.288 -0.130 -0.45
C 1.253 -0.671 -1.212 -0.17
C 0.890 0.763 -1.538 -0.19
H 0.587 -1.457 -1.216 0.06
H 2.302 -0.943 -1.562 0.13
H -1.576 1.376 0.157 -0.03
H 0.203 1.282 1.936 -0.05
H -2.806 -0.507 1.560 0.00
H 0.001 1.046 -1.905 0.03
H 1.950 0.727 0.487 0.12
H -1.571 -1.468 2.328 0.03
H -1.617 -1.595 0.701 -0.01
H 1.659 1.442 -1.913 0.10
```


Entry 4:
Below is C39H33BCsN12O4 as an isolated structure at a distorted geometry, with properties calculated with ωB97M-V/def2-TZVPD.

The LUMO energy (spin up / spin down) comes out at 3.4 / 2.1 eV. As for the expectation value of S²: 0.763. Its charge is -2. The calculation puts the total energy at -2509.1523 Eh. The HOMO-LUMO gap (spin up / spin down) is 0.231 / 0.184 Ha. The energy above the lowest of the compared OMol25 structures with the same formula, charge and spin comes out at 197.1 kJ/mol. As for the multiplicity: 2. The max |F| is 1.974 eV/Å. The calculation puts the HOMO energy (spin up / spin down) at -2.88 / -2.88 eV.

```
90
Properties=species:S:1:pos:R:3:lowdin_charge:R:1
Cs 1.164 0.139 2.229 1.60
O 2.037 0.312 4.526 -0.36
O 3.302 -1.420 5.222 -0.03
O -2.386 -0.940 2.708 -0.06
O -2.741 -3.188 2.645 -0.06
N 2.333 -2.063 -3.097 0.13
N 1.081 1.838 -0.805 0.13
N 2.236 -2.899 -0.302 0.12
N 1.421 -1.821 -0.320 -0.04
N 3.617 -0.535 0.805 0.01
N 0.794 0.552 -1.115 0.04
N 2.245 -0.847 -2.536 0.00
N -1.462 -0.318 -1.659 0.01
N 0.028 -1.620 4.041 0.02
N 3.098 0.040 -0.292 -0.04
N -7.843 5.344 -3.068 0.13
N -1.129 1.588 1.144 0.04
C 0.224 2.657 -1.276 -0.31
C 1.608 -3.831 0.387 -0.36
C -1.329 -3.225 5.158 -0.03
C 5.493 -0.174 2.361 -0.03
C 2.237 -0.874 4.887 -0.75
C -4.647 2.471 -0.889 -0.01
C 0.973 -1.756 4.968 -0.21
C -3.523 -0.551 -0.891 -0.02
C 4.644 0.203 1.189 -0.38
C 2.866 -3.044 -5.287 -0.06
C -0.921 1.943 -1.952 -0.05
C -1.018 2.299 2.266 -0.16
C -2.392 3.510 0.994 -0.04
C -4.557 4.178 -3.060 -0.03
C 3.791 1.155 -0.605 -0.11
C -0.347 0.509 -2.033 -0.14
C -3.029 -1.818 -1.302 -0.06
C -2.190 -2.131 3.018 -0.69
C -1.758 -1.641 -1.790 -0.07
C 0.303 4.138 -1.121 -0.02
C 4.801 1.303 0.318 -0.04
C -3.418 3.493 -2.667 0.00
C 2.236 -5.167 0.621 -0.05
C -1.087 -2.333 4.115 -0.19
C 2.680 -1.881 -4.363 -0.38
C -2.240 1.844 -1.073 -0.18
C 0.287 -2.078 0.381 -0.22
C 0.820 -2.637 6.034 -0.03
C -3.440 2.622 -1.585 -0.13
C -5.786 3.147 -1.265 -0.01
C 0.354 -3.367 0.841 -0.01
C -1.785 3.514 2.216 -0.04
C 2.519 0.109 -3.451 -0.12
C 2.816 -0.508 -4.646 -0.05
C -0.355 -3.367 6.134 -0.08
C -6.914 4.744 -2.751 -0.20
C -2.522 0.356 -1.131 -0.16
C -1.952 2.290 0.352 -0.19
C -5.751 4.012 -2.364 -0.24
B 1.865 -0.539 -1.028 -0.74
H -4.490 -0.372 -0.453 0.10
H -6.706 3.018 -0.711 0.12
H -2.503 3.666 -3.218 0.10
H -0.420 1.926 3.087 0.04
H 1.927 -3.589 -5.408 0.07
H -2.252 -3.787 5.170 0.10
H -3.554 -2.754 -1.212 0.10
H -4.667 1.820 -0.024 0.13
H 3.601 -3.742 -4.881 0.07
H -0.484 -1.344 0.538 0.07
H 6.074 -1.071 2.134 0.07
H -1.148 2.344 -2.939 0.13
H -0.399 -3.889 1.412 0.10
H 2.471 1.158 -3.201 0.10
H -0.508 -4.051 6.964 0.09
H -0.008 0.219 -3.033 0.16
H 5.538 2.089 0.356 0.08
H 1.623 -5.970 0.205 0.06
H 1.622 -2.728 6.755 0.10
H 3.203 -2.705 -6.266 0.06
H 3.217 -5.189 0.146 0.07
H -4.526 4.843 -3.912 0.11
H -1.875 4.262 2.988 0.10
H 4.878 -0.391 3.237 0.06
H 1.211 4.415 -0.588 0.08
H -3.038 4.269 0.583 0.11
H 0.297 4.632 -2.099 0.07
H 3.084 -0.039 -5.580 0.08
H 2.357 -5.357 1.689 0.07
H -0.561 4.507 -0.563 0.06
H 6.182 0.637 2.599 0.07
H -1.036 -2.343 -2.173 0.13
H 3.540 1.780 -1.442 0.09
```


Entry 5:
Below is an isolated ion of composition C8H6ClO3S and charge -1 at a distorted geometry, with properties calculated with ωB97M-V/def2-TZVPD.

The LUMO energy comes out at 3.3 eV. Its charge is -1. The calculation puts the total energy at -1392.5643 Eh. The HOMO-LUMO gap is 0.282 Ha. The energy above the lowest of the compared OMol25 structures with the same formula, charge and spin comes out at 9.7 kJ/mol. The max |F| is 4.199 eV/Å. The calculation puts the HOMO energy at -4.37 eV.

```
19
Properties=species:S:1:pos:R:3:lowdin_charge:R:1
Cl -3.320 -0.454 0.883 0.53
S -1.535 1.664 -0.132 0.85
O -1.502 -2.215 -0.695 -0.08
O -0.870 -0.655 -2.286 -0.02
O -1.431 2.506 -1.295 -0.52
C -1.387 -1.110 -1.280 -0.72
C 0.087 -0.056 1.449 -0.04
C 1.064 0.814 -0.552 -0.10
C 2.307 0.079 -0.359 -0.05
C 0.018 0.795 0.295 -0.39
C -2.438 0.127 -0.552 -0.76
C 2.401 -0.638 0.814 -0.12
C 1.363 -0.573 1.716 -0.11
H 1.000 1.454 -1.481 0.12
H -0.653 -0.015 2.161 0.06
H 3.096 0.121 -1.085 0.09
H 3.339 -1.155 1.183 0.12
H 1.580 -1.041 2.614 0.07
H -3.120 0.349 -1.398 0.07
```


Entry 6:
Below is a 2-piece molecular cluster, C12H23N3O6P2 overall, with properties calculated with ωB97M-V/def2-TZVPD.

The LUMO energy comes out at 0.2 eV. The calculation puts the total energy at -1769.4252 Eh. The HOMO-LUMO gap is 0.384 Ha. The structure (SMILES) is CCOP(=O)(CCC[C@@H](C#N)[C@H](C#N)[PH2]=O)OCC.C[N+](=O)[O-]. The max |F| is 0.815 eV/Å. The calculation puts the HOMO energy at -10.27 eV.

```
46
Properties=species:S:1:pos:R:3:lowdin_charge:R:1
P -3.413 -3.862 -0.394 0.71
P 1.221 1.119 -0.102 0.49
O 1.220 0.873 -1.674 -0.21
O -2.614 -4.481 -1.464 -0.39
O 1.838 -0.180 0.578 -0.24
O -0.768 3.506 2.574 0.04
O 1.908 2.367 0.286 -0.27
O -0.652 5.586 3.123 0.07
N -0.152 4.530 2.801 -0.44
N -0.378 -2.511 0.985 0.21
N -1.823 -1.334 -3.099 0.21
C -2.357 -1.278 -2.088 -0.20
C 3.764 -1.654 0.470 -0.07
C -1.641 1.150 -0.618 -0.19
C 2.059 -0.079 -2.362 -0.22
C -1.451 -2.371 0.619 -0.24
C -0.506 1.094 0.428 -0.19
C 1.330 4.486 2.648 0.05
C 3.257 -0.270 0.845 -0.24
C 1.672 -1.541 -2.156 -0.07
C -2.846 -2.210 0.206 -0.38
C -2.907 0.353 -0.261 -0.14
C -3.092 -1.088 -0.830 -0.30
H -0.517 2.027 0.993 0.05
H 1.608 3.490 2.324 0.06
H 3.381 -0.093 1.915 0.12
H -3.474 -4.577 0.815 0.03
H 3.777 0.526 0.310 0.11
H -4.147 -1.185 -1.106 0.14
H 2.921 -2.347 0.437 0.08
H -0.633 0.283 1.148 0.08
H -4.757 -3.581 -0.709 0.02
H -1.966 2.193 -0.655 0.12
H 4.465 -2.024 1.218 0.08
H 1.025 -1.656 -1.289 0.05
H 1.591 5.226 1.899 0.10
H 1.954 0.194 -3.411 0.12
H 2.557 -2.153 -1.975 0.06
H -2.977 0.293 0.830 0.12
H -3.441 -1.981 1.098 0.13
H 1.758 4.752 3.610 0.10
H 4.246 -1.665 -0.509 0.07
H -1.284 0.919 -1.622 0.09
H 3.103 0.111 -2.093 0.11
H -3.781 0.920 -0.587 0.12
H 1.144 -1.932 -3.023 0.07
```


Entry 7:
Below is a 3-piece molecular cluster, C38H51BrN3O6P overall, with properties calculated with ωB97M-V/def2-TZVPD.

The LUMO energy comes out at -0.4 eV. The calculation puts the total energy at -5009.5114 Eh. The HOMO-LUMO gap is 0.274 Ha. The structure (SMILES) is C#Cc1c(P(C)CC)c(-c2ccncc2)c(C[C@H](C)OCc2ccccc2)c2nc(CCO)c(Br)nc12.COCCOC.COCCOC. The max |F| is 0.801 eV/Å. The calculation puts the HOMO energy at -7.87 eV.

```
100
Properties=species:S:1:pos:R:3:lowdin_charge:R:1
Br 1.062 -3.865 1.851 0.81
P -0.784 3.632 0.757 1.00
O 4.696 -2.792 5.471 -0.19
O 5.391 -0.309 -0.109 -0.18
O 3.673 -0.280 4.320 -0.19
O -2.969 -0.878 -2.100 -0.14
O -1.027 -4.536 -1.252 -0.06
O 3.100 1.321 -1.018 -0.23
N -2.449 -2.155 0.641 0.23
N 0.121 -1.353 1.345 0.15
N -5.945 4.038 -1.011 0.07
C -0.539 -1.463 -4.704 -0.04
C -4.734 2.863 0.695 -0.04
C -5.766 3.672 0.253 -0.14
C -4.402 -0.409 -0.256 -0.06
C 0.572 0.661 -3.311 -0.07
C 4.032 -0.720 -0.089 -0.19
C -0.852 3.644 -2.144 -0.14
C -2.686 -1.259 -3.419 -0.16
C 5.697 0.665 0.870 -0.10
C -0.821 -0.435 0.987 -0.14
C 0.852 1.309 1.331 -0.12
C 1.321 0.002 -4.277 -0.09
C -0.113 4.109 -0.894 -0.39
C 3.236 -0.083 -1.202 -0.20
C -4.021 2.723 -1.552 -0.03
C -4.326 -0.893 -1.721 -0.37
C -3.813 2.376 -0.228 -0.22
C -1.976 -4.467 0.986 -0.14
C 1.991 1.601 1.582 0.14
C -2.231 4.755 0.941 -0.28
C -0.723 0.250 -3.051 -0.02
C 4.873 -1.501 6.033 -0.21
C -5.074 3.555 -1.895 -0.13
C -3.065 0.111 0.211 -0.09
C -2.731 1.446 0.197 -0.11
C 2.684 -1.011 3.610 -0.13
C 3.718 -0.584 5.702 -0.21
C -0.493 0.946 0.978 -0.19
C -2.106 -0.840 0.628 -0.13
C -0.252 -2.573 1.332 -0.61
C -1.308 -5.316 -0.101 -0.28
C 5.459 -3.006 4.299 -0.11
C 0.759 -1.056 -4.975 -0.08
C -1.432 1.900 0.608 -0.23
C -1.558 -3.029 0.983 -0.29
C -1.290 -0.812 -3.734 -0.18
C 3.959 2.082 -1.843 -0.10
C -4.975 -2.263 -1.892 -0.03
H -0.225 3.722 -3.030 0.07
H 1.345 -1.573 -5.721 0.10
H -3.057 -4.475 0.890 0.11
H 5.146 -3.960 3.877 0.09
H -4.878 -0.186 -2.356 0.14
H -5.234 -2.450 -2.933 0.08
H -3.374 2.336 -2.328 0.11
H -1.985 -6.133 -0.358 0.11
H 3.879 3.121 -1.527 0.09
H 2.996 1.804 1.860 0.05
H -1.302 0.752 -2.291 0.08
H -1.716 4.286 -2.318 0.07
H 5.292 -2.218 3.560 0.08
H -5.228 3.842 -2.926 0.11
H 5.014 1.518 0.818 0.07
H 4.933 -1.622 7.120 0.12
H -1.730 -4.900 1.958 0.11
H -5.878 -2.340 -1.294 0.08
H -2.754 -2.341 -3.564 0.13
H 2.228 -0.509 -1.207 0.12
H -2.802 4.903 0.027 0.03
H 0.935 3.816 -0.899 0.05
H 4.015 -1.806 -0.220 0.13
H 2.820 -0.817 2.550 0.04
H 6.528 -3.061 4.535 0.09
H 5.657 0.233 1.876 0.09
H -0.112 -4.684 -1.497 0.09
H -5.153 0.367 -0.163 0.11
H -1.229 2.633 -2.031 0.02
H 3.846 0.358 6.245 0.13
H -3.401 -0.803 -4.117 0.14
H 5.811 -1.056 5.688 0.12
H 2.340 0.310 -4.463 0.09
H -1.874 5.692 1.354 0.03
H 3.656 2.012 -2.895 0.08
H 3.699 -0.298 -2.170 0.12
H 5.000 1.760 -1.749 0.09
H -0.949 -2.296 -5.259 0.11
H 1.680 -0.675 3.892 0.09
H 1.010 1.480 -2.761 0.09
H -6.486 4.041 0.971 0.11
H -2.883 4.300 1.679 0.02
H 2.777 -1.038 6.028 0.13
H -4.648 2.610 1.741 0.13
H 6.712 1.011 0.679 0.09
H -0.134 5.199 -0.851 0.07
H -4.267 -3.035 -1.592 0.08
H -4.689 -1.250 0.365 0.11
H 3.573 -0.487 0.877 0.08
H -0.412 -5.781 0.302 0.08
H 2.774 -2.084 3.793 0.06
```


Entry 8:
Below is a 5-piece molecular cluster, C29H49BN3O6 overall, with properties calculated with ωB97M-V/def2-TZVPD.

The LUMO energy comes out at -4.4 eV. Its charge is +1. The calculation puts the total energy at -1774.7555 Eh. The HOMO-LUMO gap is 0.244 Ha. The max |F| is 0.815 eV/Å. The calculation puts the HOMO energy at -11.04 eV.

```
88
Properties=species:S:1:pos:R:3:lowdin_charge:R:1
O 1.630 5.146 -7.754 -0.13
O -0.378 3.907 -2.618 0.14
O -2.549 3.012 -3.083 0.20
O -6.841 2.907 -0.888 -0.14
O 4.652 -5.423 3.865 -0.16
O -0.030 -3.978 1.348 -0.14
N -0.629 0.230 1.036 0.21
N -2.196 -0.232 -0.616 0.03
N 0.499 0.804 1.452 -0.01
C -3.846 -1.369 0.901 -0.07
C 0.917 1.734 -0.671 0.06
C -0.249 1.154 -1.157 -0.09
C -7.098 3.850 -3.039 -0.17
C -7.615 3.874 -1.606 -0.20
C -6.106 2.099 -1.804 -0.22
C 0.125 0.166 5.063 -0.05
C -3.360 -0.059 0.285 -0.22
C 0.598 3.898 -6.041 -0.17
C 1.769 -3.206 2.663 -0.17
C 5.749 -5.203 2.976 -0.21
C 0.848 0.590 2.840 -0.19
C 0.983 -2.982 1.383 -0.22
C 2.666 4.626 -6.924 -0.20
C 2.453 0.468 4.590 -0.06
C 7.013 -5.363 3.810 -0.17
C 5.127 -5.983 5.094 -0.20
C 1.661 -4.716 2.843 -0.16
C -1.002 0.384 -0.220 -0.22
C -0.177 0.341 3.732 -0.01
C 6.570 -6.399 4.841 -0.17
C -0.703 1.334 -2.560 0.00
C 0.354 4.891 -7.171 -0.20
C 1.273 1.538 0.653 0.04
C -6.669 2.391 -3.188 -0.16
C 2.167 0.645 3.255 -0.02
C 2.008 4.279 -5.593 -0.17
C 0.240 -4.972 2.350 -0.18
C 1.438 0.234 5.495 -0.05
B -1.245 2.823 -2.761 -0.64
H 1.276 -2.696 3.496 0.11
H -0.055 5.832 -6.787 0.12
H 3.453 5.374 -6.832 0.12
H 3.089 3.734 -7.399 0.12
H 4.483 -6.818 5.372 0.12
H -6.207 1.051 -1.513 0.11
H 2.388 -5.222 2.207 0.11
H -5.045 2.376 -1.746 0.10
H -2.856 3.864 -2.745 0.12
H 2.978 0.802 2.560 0.11
H -4.630 -1.811 0.287 0.08
H -1.505 0.639 -2.789 0.11
H 0.142 1.184 -3.236 0.14
H -3.127 0.681 1.049 0.11
H 1.664 0.098 6.543 0.12
H 5.065 -5.221 5.878 0.12
H 1.548 2.336 -1.311 0.14
H 2.164 1.971 1.080 0.14
H 6.606 -7.400 4.408 0.12
H -8.670 3.589 -1.560 0.12
H -0.433 4.280 -1.730 0.11
H -6.233 4.510 -3.143 0.11
H -7.850 4.161 -3.762 0.11
H 2.533 3.485 -5.061 0.11
H -0.319 4.510 -7.939 0.12
H 5.651 -4.211 2.533 0.11
H 0.518 -1.994 1.358 0.08
H -7.539 1.761 -3.382 0.12
H -3.041 -2.102 0.967 0.07
H 5.710 -5.946 2.172 0.12
H 1.826 -5.050 3.864 0.11
H 7.871 -5.674 3.217 0.11
H -4.262 -1.222 1.895 0.08
H -4.160 0.363 -0.322 0.09
H 1.970 5.157 -4.945 0.11
H 3.480 0.516 4.920 0.12
H -2.025 -1.219 -0.783 0.14
H -0.146 3.970 -5.249 0.09
H 7.171 -6.400 5.749 0.11
H 7.264 -4.422 4.305 0.11
H -7.499 4.844 -1.123 0.12
H -1.193 0.280 3.377 0.11
H 2.796 -2.844 2.602 0.11
H -0.669 -0.014 5.772 0.12
H 0.106 -5.959 1.910 0.12
H 1.618 -3.092 0.494 0.12
H -0.488 -4.852 3.159 0.12
H 0.591 2.877 -6.430 0.12
H -5.943 2.223 -3.981 0.11
```